A 7-piece molecular cluster, C5H26N2O7 overall at a distorted geometry, computed with wB97M-V/def2-TZVPD.

Positions of all 40 atoms, in Å:
1 C 1.44 0.80 -0.32
2 C 0.35 0.33 0.68
3 C 0.16 1.39 1.76
4 C 1.34 1.97 2.52
5 O -0.82 0.94 2.71
6 N -0.96 0.05 0.10
7 C -1.16 -1.35 -0.29
8 N -2.05 -1.58 -1.40
9 H 1.67 1.86 -0.11
10 H 1.22 0.73 -1.37
11 H 2.34 0.30 0.00
12 H 0.74 -0.58 1.14
13 H -0.39 2.21 1.28
14 H 2.11 2.46 1.94
15 H 0.84 2.57 3.30
16 H 1.92 1.27 3.13
17 H -0.38 0.59 3.50
18 H -1.15 0.70 -0.65
19 H -0.23 -1.90 -0.49
20 H -1.51 -1.87 0.59
21 H -1.57 -1.47 -2.29
22 H -2.85 -0.95 -1.40
23 H 2.13 -1.80 -4.00
24 H 1.10 -2.53 -3.20
25 O 2.06 -2.53 -3.37
26 H -3.04 -0.13 1.76
27 H -2.82 0.81 2.89
28 O -3.52 0.28 2.49
29 H -0.74 -4.57 1.79
30 H -0.22 -3.15 1.98
31 O -0.42 -3.80 1.29
32 H -0.46 1.02 -3.62
33 H -0.32 0.28 -2.36
34 O -0.28 0.12 -3.31
35 H 3.68 -1.36 -1.61
36 H 4.86 -0.57 -1.09
37 O 3.90 -0.53 -1.15
38 H -2.38 2.80 -0.41
39 H -2.40 4.06 -1.13
40 O -2.18 3.13 -1.29

**Strongest force on any atom**: 1.848 eV/Å
**Total charge**: 0
**Relative energy (zero: lowest compared OMol25 entry of this formula, charge and spin)**: 200.0 kJ/mol
**SMILES**: C[C@H](O)[C@H](C)NCN.O.O.O.O.O.O
**LUMO energy**: 0.4 eV
**Frontier orbital gap**: 9.24 eV
**E_HOMO**: -8.803 eV

***

A 2-piece molecular cluster, C2H6FNO overall at a distorted geometry, computed with wB97M-V/def2-TZVPD.

Positions of all 11 atoms, in Å:
1 C -0.07 1.58 -0.83
2 C -0.31 -1.56 1.03
3 N -0.14 0.14 -0.66
4 O -0.15 -0.17 0.65
5 F 1.68 -0.19 -1.26
6 H 0.11 1.98 -1.88
7 H -0.94 2.10 -0.51
8 H 0.74 1.86 -0.22
9 H 0.32 -2.33 0.52
10 H -1.30 -1.98 1.05
11 H 0.07 -1.42 2.11

**Strongest force on any atom**: 2.884 eV/Å
**Total charge**: 0
**Relative energy (zero: lowest compared OMol25 entry of this formula, charge and spin)**: 500.9 kJ/mol
**LUMO energy (spin up / spin down)**: -0.8 / -0.8 eV
**Frontier orbital gap (spin up / spin down)**: 9.57 / 9.56 eV
**E_HOMO (spin up / spin down)**: -10.370 / -10.361 eV

***

A 2-piece molecular cluster, C3H11N2O overall at a distorted geometry, computed with wB97M-V/def2-TZVPD.

Positions of all 17 atoms, in Å:
1 C -0.10 -1.36 0.05
2 C 0.05 0.03 -0.46
3 C 0.01 0.40 -1.80
4 N -0.58 -0.28 -2.78
5 N 0.83 0.90 0.45
6 H -1.09 -1.65 0.40
7 H 0.30 -2.21 -0.52
8 H 0.46 -1.41 1.00
9 H 0.26 1.44 -2.00
10 H -0.42 -1.28 -2.78
11 H -1.17 0.18 -3.45
12 H 1.81 0.56 0.47
13 H 0.74 1.90 0.25
14 H 0.52 0.65 1.44
15 H -1.14 0.29 2.94
16 H -0.21 1.16 3.83
17 O -0.28 0.68 2.98

**Strongest force on any atom**: 3.175 eV/Å
**Total charge**: +2
**Relative energy (zero: lowest compared OMol25 entry of this formula, charge and spin)**: 51.9 kJ/mol
**LUMO energy (spin up / spin down)**: -8.8 / -12.3 eV
**Frontier orbital gap (spin up / spin down)**: 11.03 / 7.59 eV
**E_HOMO (spin up / spin down)**: -19.871 / -19.890 eV
**Multiplicity**: 2

***

C26H48AlCl3N5O3PSi as an isolated structure at a distorted geometry, computed with wB97M-V/def2-TZVPD.

Positions of all 88 atoms, in Å:
1 C 3.55 -1.58 -2.22
2 C 3.06 -0.19 -2.51
3 H 3.96 -2.05 -3.12
4 H 2.71 -2.18 -1.84
5 H 4.33 -1.58 -1.45
6 C 3.06 0.41 -3.71
7 C 3.62 -0.18 -4.96
8 H 2.66 1.42 -3.81
9 H 3.70 -1.26 -4.90
10 H 4.62 0.24 -5.18
11 H 2.98 0.08 -5.81
12 Al 0.16 -0.94 0.20
13 Cl 1.61 -0.20 1.78
14 Cl 0.09 -3.02 -0.28
15 H -3.46 -0.24 4.24
16 H -1.91 -1.47 5.73
17 C -3.24 -0.93 3.42
18 C -1.65 -2.15 4.91
19 N -1.90 -1.48 3.64
20 H -3.27 -0.40 2.46
21 C -1.00 -1.49 2.68
22 O -1.18 -0.92 1.55
23 H -0.58 -2.39 4.96
24 H -0.04 -1.99 2.91
25 H -3.98 -1.73 3.42
26 H -2.23 -3.07 4.99
27 H 0.52 -1.71 -3.23
28 H -0.05 0.89 -4.51
29 C -0.59 -1.71 -3.30
30 C -1.06 0.49 -4.34
31 N -1.12 -0.36 -3.15
32 H -1.00 -2.37 -2.53
33 C -1.51 0.17 -1.99
34 O -1.37 -0.36 -0.86
35 H -1.76 1.32 -4.21
36 H -2.00 1.15 -2.08
37 H -0.87 -2.07 -4.30
38 H -1.34 -0.10 -5.22
39 O 1.19 -0.20 -1.10
40 C 2.39 0.46 -1.30
41 C 1.21 2.53 -2.19
42 C 2.23 1.98 -1.42
43 H 0.47 1.85 -2.61
44 C 1.18 3.91 -2.42
45 H 3.04 0.27 -0.43
46 C 3.17 2.81 -0.80
47 H 0.38 4.31 -3.05
48 C 2.16 4.74 -1.87
49 C 3.16 4.18 -1.06
50 H 3.91 2.35 -0.15
51 H 2.14 5.81 -2.09
52 H 3.93 4.83 -0.64
53 Si 0.59 -6.13 0.76
54 Cl 2.00 -5.55 -0.70
55 C -1.18 -6.02 0.14
56 C 0.86 -5.10 2.30
57 C 1.02 -7.95 1.14
58 H -1.39 -5.07 -0.35
59 H -1.87 -6.13 0.99
60 H -1.40 -6.84 -0.57
61 H 0.76 -8.61 0.30
62 H 0.48 -8.30 2.02
63 H 2.09 -8.06 1.33
64 H 0.75 -4.03 2.08
65 H 1.88 -5.27 2.70
66 H 0.14 -5.39 3.08
67 C -3.01 4.69 1.10
68 N -3.19 3.30 1.57
69 C -2.78 3.22 2.99
70 N -1.38 3.65 3.21
71 C -1.23 5.04 2.71
72 N -1.63 5.17 1.30
73 C -0.70 4.50 0.40
74 P -0.61 2.65 0.72
75 C -2.47 2.34 0.73
76 C -0.42 2.74 2.59
77 H -3.68 5.34 1.69
78 H -3.27 4.74 0.04
79 H -2.89 2.18 3.34
80 H -3.44 3.89 3.57
81 H -0.17 5.33 2.81
82 H -1.87 5.70 3.31
83 H -1.01 4.66 -0.65
84 H 0.31 4.92 0.52
85 H -2.64 1.31 1.07
86 H -2.84 2.42 -0.30
87 H 0.60 3.09 2.80
88 H -0.52 1.72 2.99

**Strongest force on any atom**: 2.186 eV/Å
**Total charge**: 0
**LUMO energy**: 0.3 eV
**Frontier orbital gap**: 7.89 eV
**E_HOMO**: -7.607 eV

***

A single C19H25N5O3S molecule at a distorted geometry, computed with wB97M-V/def2-TZVPD.

Positions of all 53 atoms, in Å:
1 C -5.21 -1.54 1.80
2 H -5.17 -1.90 2.82
3 H -4.90 -2.34 1.13
4 C -4.26 -0.35 1.62
5 N -4.21 0.17 0.28
6 S -3.22 -0.69 -0.76
7 O -3.30 -2.11 -0.53
8 O -3.46 -0.21 -2.09
9 C -1.61 -0.13 -0.21
10 C -0.76 -1.00 0.44
11 C 0.47 -0.55 0.87
12 C 0.86 0.76 0.61
13 C -0.01 1.63 -0.03
14 C -1.26 1.19 -0.44
15 H -1.95 1.84 -0.94
16 H 0.28 2.66 -0.20
17 C 2.21 1.18 1.10
18 O 2.51 1.06 2.27
19 N 3.06 1.72 0.19
20 C 2.89 1.66 -1.25
21 H 2.88 2.68 -1.66
22 H 1.94 1.18 -1.48
23 C 4.05 0.84 -1.85
24 N 4.55 -0.07 -0.85
25 C 3.81 -1.18 -0.57
26 N 4.15 -1.89 0.50
27 C 3.46 -2.99 0.73
28 C 2.42 -3.41 -0.11
29 C 2.16 -2.60 -1.20
30 N 2.84 -1.49 -1.44
31 H 1.37 -2.83 -1.91
32 H 1.86 -4.31 0.09
33 H 3.74 -3.55 1.61
34 C 5.23 0.61 0.23
35 H 5.27 -0.07 1.08
36 C 4.45 1.90 0.59
37 H 4.84 2.77 0.06
38 H 4.47 2.08 1.66
39 H 6.25 0.86 -0.08
40 H 3.70 0.26 -2.71
41 H 4.88 1.48 -2.16
42 H 1.15 -1.20 1.40
43 H -1.08 -2.02 0.60
44 C -5.40 0.79 -0.29
45 C -5.06 2.14 -0.91
46 H -4.57 2.77 -0.18
47 H -5.96 2.62 -1.26
48 H -4.39 1.98 -1.75
49 H -6.13 0.92 0.52
50 H -5.83 0.13 -1.05
51 H -4.55 0.47 2.29
52 H -3.25 -0.65 1.87
53 H -6.23 -1.26 1.56

**Strongest force on any atom**: 1.121 eV/Å
**Total charge**: 0
**Relative energy (zero: lowest compared OMol25 entry of this formula, charge and spin)**: 111.3 kJ/mol
**SMILES**: CCN(CC)S(=O)(=O)c1ccc(C(=O)N2CCN(c3ncccn3)CC2)cc1
**LUMO energy**: 0.4 eV
**Frontier orbital gap**: 8.90 eV
**E_HOMO**: -8.522 eV

***

A single C5H8O2 molecule, computed with wB97M-V/def2-TZVPD.

Positions of all 15 atoms, in Å:
1 O -1.25 -1.64 -0.75
2 C -0.64 -0.73 0.13
3 C 0.75 -1.20 0.55
4 C 1.70 -0.67 -0.52
5 C -0.12 1.79 0.33
6 C -0.29 0.58 -0.57
7 O 1.04 0.28 -1.14
8 H -0.60 -1.88 -1.43
9 H -1.34 -0.59 0.96
10 H 1.08 -0.75 1.51
11 H 0.82 -2.28 0.67
12 H 0.73 1.64 1.01
13 H -1.02 1.98 0.92
14 H 0.10 2.68 -0.27
15 H -0.96 0.78 -1.40

**Strongest force on any atom**: 0.421 eV/Å
**Total charge**: 0
**Relative energy (zero: lowest compared OMol25 entry of this formula, charge and spin)**: 266.6 kJ/mol
**LUMO energy**: 0.8 eV
**Frontier orbital gap**: 9.37 eV
**E_HOMO**: -8.581 eV

***

An isolated ion of composition C5H10NO2S and charge +1 at a distorted geometry, computed with wB97M-V/def2-TZVPD.

Positions of all 19 atoms, in Å:
1 C 1.53 -1.37 0.73
2 C 0.96 0.15 0.18
3 C -1.33 -0.68 0.65
4 C 1.76 0.66 -0.87
5 C -1.26 1.39 -0.48
6 N -0.53 0.00 -0.32
7 O 2.72 -1.44 0.66
8 O 0.63 -2.09 1.04
9 S -2.44 -1.94 0.19
10 H 0.99 0.72 1.17
11 H -1.20 -0.31 1.66
12 H 1.72 0.16 -1.90
13 H 2.76 0.71 -0.40
14 H 1.64 1.76 -1.01
15 H -1.43 1.58 -1.57
16 H -2.38 1.26 -0.01
17 H -0.81 2.31 0.00
18 H -0.52 -0.60 -1.21
19 H -2.82 -2.28 1.48

**Strongest force on any atom**: 5.708 eV/Å
**Total charge**: +1
**Relative energy (zero: lowest compared OMol25 entry of this formula, charge and spin)**: 453.3 kJ/mol
**LUMO energy (spin up / spin down)**: -6.6 / -6.6 eV
**Frontier orbital gap (spin up / spin down)**: 6.18 / 6.18 eV
**E_HOMO (spin up / spin down)**: -12.789 / -12.786 eV

***

A 2-piece molecular cluster, C4H11NO2 overall at a distorted geometry, computed with wB97M-V/def2-TZVPD.

Positions of all 18 atoms, in Å:
1 C -3.71 -0.42 0.24
2 C 0.12 1.41 0.08
3 C 1.05 0.24 -0.09
4 C 3.22 -0.86 -0.13
5 H -1.91 -0.56 -0.42
6 H -4.78 -0.46 -0.22
7 H -3.49 -1.50 0.60
8 H -3.58 0.23 1.14
9 H 0.50 2.38 -0.37
10 H 0.09 1.57 1.16
11 H -0.92 1.17 -0.28
12 H 2.96 1.20 -0.54
13 H 2.90 -1.69 -0.71
14 H 4.24 -0.70 -0.48
15 H 3.22 -1.24 0.93
16 N 2.32 0.30 -0.22
17 O -2.75 -0.17 -0.82
18 O 0.53 -0.90 0.14

**Strongest force on any atom**: 8.102 eV/Å
**Total charge**: 0
**Relative energy (zero: lowest compared OMol25 entry of this formula, charge and spin)**: 192.8 kJ/mol
**SMILES**: CNC(C)=O.CO
**LUMO energy**: 0.7 eV
**Frontier orbital gap**: 10.27 eV
**E_HOMO**: -9.586 eV

***

A 11-piece molecular cluster, C46H120N6O17 overall at a distorted geometry, computed with wB97M-V/def2-TZVPD.

Positions of all 189 atoms, in Å:
1 C 2.22 0.94 4.65
2 O 2.08 2.11 3.82
3 C 1.12 3.07 4.31
4 C 0.94 4.23 3.31
5 N 0.13 3.85 2.13
6 C 0.08 4.94 1.15
7 C -0.36 6.30 1.65
8 O -0.15 7.32 0.77
9 C -0.67 8.61 1.18
10 H 3.28 0.71 4.79
11 H 1.91 0.01 4.16
12 H 1.89 1.07 5.68
13 H 1.24 3.57 5.27
14 H 0.20 2.49 4.34
15 H 1.96 4.44 2.98
16 H 0.38 4.98 3.87
17 H 0.60 3.02 1.79
18 H -0.59 4.59 0.37
19 H 0.96 5.11 0.54
20 H 0.22 6.62 2.52
21 H -1.41 6.20 1.93
22 H -1.74 8.47 1.32
23 H -0.52 9.33 0.38
24 H -0.15 8.99 2.07
25 C 12.07 -4.20 -5.19
26 O 11.59 -2.94 -5.49
27 C 10.14 -2.93 -5.54
28 C 9.57 -1.51 -5.57
29 N 9.92 -0.84 -6.86
30 C 9.55 0.58 -6.81
31 C 8.16 1.01 -6.29
32 O 8.00 1.10 -4.86
33 C 6.84 1.76 -4.41
34 H 13.10 -4.21 -4.82
35 H 11.94 -4.87 -6.03
36 H 11.42 -4.51 -4.36
37 H 9.75 -3.42 -4.65
38 H 9.75 -3.44 -6.41
39 H 9.94 -0.96 -4.70
40 H 8.49 -1.62 -5.53
41 H 10.92 -0.72 -6.95
42 H 9.75 0.95 -7.82
43 H 10.33 1.09 -6.25
44 H 7.47 0.24 -6.64
45 H 7.94 1.96 -6.77
46 H 5.84 1.33 -4.51
47 H 6.70 2.58 -5.11
48 H 6.80 2.07 -3.36
49 C 1.59 8.35 -2.62
50 O 2.73 7.55 -2.67
51 C 3.41 7.21 -1.40
52 C 4.67 6.34 -1.81
53 N 4.33 5.11 -2.53
54 C 3.93 3.96 -1.63
55 C 3.38 2.89 -2.54
56 O 2.29 3.36 -3.39
57 C 1.12 3.56 -2.64
58 H 1.85 9.32 -2.21
59 H 0.85 7.76 -2.09
60 H 1.22 8.47 -3.64
61 H 2.63 6.75 -0.79
62 H 3.77 8.21 -1.15
63 H 5.37 6.09 -1.01
64 H 5.31 6.89 -2.49
65 H 3.59 5.15 -3.22
66 H 3.33 4.24 -0.76
67 H 4.85 3.59 -1.17
68 H 3.27 1.99 -1.93
69 H 4.18 2.59 -3.22
70 H 0.28 3.69 -3.31
71 H 1.29 4.21 -1.77
72 H 0.77 2.62 -2.21
73 C -3.53 -4.73 -0.13
74 O -4.76 -5.08 0.54
75 C -5.88 -5.24 -0.25
76 C -5.79 -6.55 -1.11
77 N -5.83 -7.78 -0.29
78 C -5.22 -8.95 -0.92
79 C -6.02 -9.59 -2.12
80 O -5.91 -8.75 -3.23
81 C -6.59 -9.36 -4.34
82 H -3.45 -3.72 -0.53
83 H -3.36 -5.42 -0.96
84 H -2.69 -4.78 0.56
85 H -5.93 -4.37 -0.90
86 H -6.79 -5.28 0.36
87 H -4.86 -6.49 -1.68
88 H -6.56 -6.50 -1.88
89 H -5.49 -7.74 0.66
90 H -5.30 -9.61 -0.06
91 H -4.17 -8.98 -1.20
92 H -7.06 -9.81 -1.85
93 H -5.61 -10.59 -2.28
94 H -7.02 -8.50 -4.84
95 H -7.31 -10.17 -4.23
96 H -5.82 -9.79 -4.98
97 C -9.30 -3.51 -0.47
98 O -8.02 -2.92 -0.93
99 C -7.94 -1.94 -1.95
100 C -6.56 -1.39 -1.87
101 N -6.74 0.11 -1.96
102 C -5.52 0.79 -2.40
103 C -4.33 0.73 -1.39
104 O -3.35 1.72 -1.70
105 C -2.22 1.83 -0.82
106 H -9.97 -2.74 -0.10
107 H -9.05 -4.12 0.40
108 H -9.76 -4.18 -1.20
109 H -8.80 -1.26 -1.93
110 H -7.99 -2.52 -2.86
111 H -5.97 -1.80 -2.69
112 H -5.94 -1.75 -1.05
113 H -7.04 0.42 -1.05
114 H -5.89 1.81 -2.32
115 H -5.24 0.56 -3.43
116 H -3.70 -0.16 -1.40
117 H -4.88 0.78 -0.46
118 H -2.28 1.06 -0.05
119 H -1.89 2.82 -0.50
120 H -1.36 1.59 -1.44
121 C -2.93 -2.34 2.04
122 O -2.18 -1.67 1.07
123 C -0.92 -1.18 1.55
124 C 0.06 -1.07 0.34
125 N 0.82 0.16 0.23
126 C 1.90 0.24 1.20
127 C 3.23 -0.56 0.79
128 O 3.83 -0.06 -0.40
129 C 5.16 -0.44 -0.72
130 H -3.00 -1.76 2.96
131 H -2.52 -3.34 2.15
132 H -3.90 -2.64 1.64
133 H -0.41 -1.82 2.26
134 H -1.04 -0.29 2.16
135 H -0.51 -1.09 -0.59
136 H 0.86 -1.81 0.27
137 H 1.12 0.24 -0.73
138 H 1.70 0.02 2.24
139 H 2.27 1.26 1.05
140 H 2.86 -1.58 0.66
141 H 3.97 -0.69 1.58
142 H 5.70 -0.28 0.21
143 H 5.49 0.25 -1.50
144 H 5.21 -1.47 -1.09
145 C -2.98 -1.21 5.87
146 C -2.79 -2.31 6.99
147 O -1.50 -2.32 7.47
148 H -2.84 -0.19 6.22
149 H -3.98 -1.32 5.46
150 H -2.30 -1.50 5.07
151 H -2.91 -3.31 6.57
152 H -3.55 -2.11 7.74
153 H -1.53 -3.00 8.15
154 C 2.08 -3.41 4.17
155 C 1.48 -2.69 5.44
156 O 0.22 -2.16 5.19
157 H 1.54 -4.36 4.05
158 H 3.15 -3.46 4.35
159 H 1.92 -2.88 3.23
160 H 2.13 -1.95 5.91
161 H 1.42 -3.50 6.17
162 H -0.35 -2.13 5.97
163 C -3.25 1.89 2.84
164 C -3.43 3.38 2.75
165 O -2.41 3.98 3.47
166 H -2.26 1.45 2.88
167 H -3.84 1.51 2.01
168 H -3.72 1.53 3.76
169 H -4.42 3.62 3.14
170 H -3.52 3.78 1.74
171 H -1.59 3.69 3.06
172 C 5.36 3.00 1.55
173 C 5.56 3.11 3.14
174 O 4.48 3.83 3.78
175 H 6.26 3.32 1.04
176 H 4.54 3.68 1.34
177 H 5.15 1.97 1.24
178 H 6.41 3.80 3.22
179 H 5.79 2.11 3.51
180 H 3.96 3.18 4.27
181 C -6.93 -2.11 1.89
182 C -8.34 -1.58 2.25
183 O -8.15 -0.29 2.66
184 H -7.02 -3.18 1.73
185 H -6.27 -2.10 2.75
186 H -6.53 -1.69 0.96
187 H -8.69 -2.06 3.16
188 H -8.94 -1.67 1.34
189 H -9.03 0.03 2.47

**Strongest force on any atom**: 3.960 eV/Å
**Total charge**: 0
**Relative energy (zero: lowest compared OMol25 entry of this formula, charge and spin)**: 580.7 kJ/mol
**SMILES**: COCCNCCOC.COCCNCCOC.COCCNCCOC.COCCNCCOC.COCCNCCOC.COCCNCCOC.CCO.CCO.CCO.CCO.CCO
**LUMO energy**: 0.5 eV
**Frontier orbital gap**: 8.81 eV
**E_HOMO**: -8.356 eV